# 1
Density functional theory data (ωB97M-V/def2-TZVPD) for the molecule C9H10BN in a non-equilibrium geometry.

CARTESIAN COORDINATES (ANGSTROEM)
C  -0.12795  -1.68339  2.99472
B  0.11609  -1.63352  1.47405
C  0.92919  -2.95743  1.07340
N  1.35241  -3.94005  0.62230
C  -0.14603  -0.58659  0.37344
C  0.72990  -0.63804  -0.72316
C  0.77301  0.38806  -1.69957
C  -0.13549  1.45920  -1.52458
C  -0.20482  2.54444  -2.55324
C  -0.91438  1.56306  -0.35817
C  -0.97304  0.49319  0.51586
H  -0.84291  -0.99394  3.38538
H  0.83271  -1.53607  3.47099
H  -0.33488  -2.77619  3.42284
H  1.42896  -1.46864  -0.62853
H  1.32828  0.42645  -2.67397
H  0.39624  2.23634  -3.31794
H  -1.34859  2.79748  -2.83141
H  0.24262  3.34401  -2.17878
H  -1.57729  2.52375  -0.23419
H  -1.52403  0.43787  1.39057

Values from the calculation:
E_tot: -428.51841 Eh
Energy relative to the best compared isomer or geometry (same formula, charge and spin): 1.668 eV
Structure (SMILES): CB(C#N)c1ccc(C)cc1
LUMO energy: -0.39 eV
Kohn-Sham gap: 9.2 eV

=====

# 2
Density functional theory data (ωB97M-V/def2-TZVPD) for the molecule C9H10BNO2 in a non-equilibrium geometry.

CARTESIAN COORDINATES (ANGSTROEM)
C  -1.12355  -2.61408  -1.06052
C  -0.06950  -2.26846  -0.40617
N  1.06486  -1.91614  -0.06368
C  1.35571  -0.75351  0.96076
C  2.76462  -0.30570  0.70078
C  3.12118  0.79679  0.01769
C  2.09924  1.70806  -0.39070
C  0.79216  1.41145  -0.22692
C  0.36547  0.26349  0.53320
C  -0.94205  -0.05511  0.71366
B  -2.28279  0.64650  0.23146
O  -2.22226  1.65469  -0.67752
O  -3.29058  0.44381  1.13883
H  -1.69949  -3.30902  -0.51676
H  -1.56919  -2.04054  -1.76778
H  1.39246  -0.94711  2.03656
H  3.59388  -0.83176  1.16957
H  4.09154  1.07349  -0.23700
H  2.42862  2.58130  -0.88672
H  -0.06474  2.06055  -0.56790
H  -1.12878  -0.83339  1.44232
H  -3.05472  2.16253  -0.85351
H  -4.19591  0.89434  1.05954

Values from the calculation:
E_tot: -578.99907 Eh
Energy relative to the best compared isomer or geometry (same formula, charge and spin): 2.909 eV
Structure (SMILES): C=C=N[C@H]1C=CC=C/C1=C\B(O)O
LUMO energy: 0.09 eV
Kohn-Sham gap: 7.9 eV

=====

Which of these has the lowest energy relative to the best compared isomer or geometry (same formula, charge and spin)? C9H10BN

=====

Kohn-Sham gap of number 1 (C9H10BN)? 9.2 eV

=====

Look up the LUMO energy of the second one. 0.09 eV